Molecular formula: C5H8O
Method: DFT, ωB97M-V with the def2-TZVPD basis set

Element x y z (Å)
C -1.194 2.109 1.159
C -0.821 1.149 0.121
C -0.485 0.337 -0.705
C 0.048 -0.746 -1.549
O 1.323 -1.177 -1.130
C 1.355 -1.604 0.212
H -0.311 2.654 1.506
H -1.921 2.840 0.794
H -1.634 1.596 2.021
H 0.170 -0.414 -2.583
H -0.665 -1.586 -1.548
H 0.687 -2.463 0.382
H 2.385 -1.899 0.423
H 1.063 -0.796 0.896

Properties
- Gap between HOMO and LUMO: 0.389 Eh
- Total energy: -7359.81149 eV
- LUMO level: 0.96 eV
- Multiplicity: 1
- Energy above the lowest of the compared OMol25 structures with the same formula, charge and spin: 2.4438 eV
- Total charge: 0


Molecular formula: C4H17NO4
Method: DFT, ωB97M-V with the def2-TZVPD basis set

Element x y z (Å)
O -2.259 2.705 2.119
H -2.060 3.613 2.346
H -3.078 2.517 2.578
O 0.356 1.759 1.189
H -0.563 1.988 1.327
H 0.740 1.767 2.066
O 2.000 2.412 3.227
H 2.612 2.180 2.529
H 1.902 3.361 3.154
C 1.553 -1.782 -0.039
C 0.773 -0.944 -1.097
C -0.738 -1.051 -0.845
O -1.470 -2.251 -1.211
C -1.606 -2.502 -2.593
N 1.163 0.437 -1.120
H 1.368 -2.851 -0.137
H 1.122 -1.497 0.921
H 2.635 -1.653 -0.018
H 1.038 -1.266 -2.104
H -1.260 -0.269 -1.396
H -1.024 -0.814 0.179
H -2.068 -1.669 -3.122
H -2.252 -3.356 -2.792
H -0.615 -2.641 -3.026
H 0.788 0.947 -1.907
H 0.945 0.861 -0.229

Properties
- Gap between HOMO and LUMO (alpha / beta): 0.427 / 0.218 Eh
- Total energy: -14094.85391 eV
- LUMO level (alpha / beta): -2.65 / -8.03 eV
- Multiplicity: 2
- Energy above the lowest of the compared OMol25 structures with the same formula, charge and spin: 0.0000 eV
- Total charge: +1


Molecular formula: C3H8N2O
Method: DFT, ωB97M-V with the def2-TZVPD basis set

Element x y z (Å)
N 0.930 0.913 -2.121
C -0.562 0.732 -2.123
C -0.928 -0.939 1.418
N 0.429 -0.965 1.666
C 1.240 -0.179 0.695
O -1.452 0.066 1.029
H -1.028 0.404 -3.062
H 0.749 1.831 -2.527
H -0.593 -0.102 -1.427
H -1.143 1.593 -1.720
H 0.749 -1.804 2.131
H 2.212 0.089 1.093
H 1.406 -0.781 -0.223
H 0.552 0.631 0.399

Properties
- Gap between HOMO and LUMO: 0.130 Eh
- Total energy: -8261.20601 eV
- LUMO level: -3.15 eV
- Multiplicity: 1
- Energy above the lowest of the compared OMol25 structures with the same formula, charge and spin: 8.1200 eV
- Total charge: 0